No. 1
# C10H21Br4CaF2Mg2NO8S2

C10H21Br4CaF2Mg2NO8S2 as an isolated structure at a distorted geometry (the ωB97M-V functional and the def2-TZVPD basis, the OMol25 dataset).

```
51
Properties=species:S:1:pos:R:3:mulliken_charge:R:1
C 2.017 0.310 -2.245 -1.17
C 0.757 -0.727 -2.080 0.68
Br 0.319 -1.274 -0.164 -0.09
C -0.066 -1.303 -3.185 -0.23
Br 0.384 -0.746 -5.095 -0.03
S -1.472 -2.529 -2.998 1.60
O -1.066 -3.835 -2.251 -0.82
O -1.949 -2.999 -4.428 -0.61
N -2.894 -1.905 -2.193 -0.46
S -3.400 -0.367 -2.876 1.07
O -2.937 -0.126 -4.333 -0.53
O -4.959 -0.268 -2.843 -0.63
C -2.724 0.974 -1.757 -0.32
C -2.219 2.354 -2.774 -0.04
C -0.562 2.299 -3.259 -0.22
O -1.191 3.324 -2.129 -0.37
H 2.899 -0.024 -1.541 0.19
H 2.465 0.366 -3.333 0.42
H 1.747 1.432 -1.946 0.34
H -3.508 1.463 -1.033 0.44
H -1.743 0.607 -1.236 -0.01
H -3.059 2.788 -3.602 0.51
H -0.977 2.473 -4.367 0.39
H 0.183 3.170 -3.369 0.37
Mg -1.259 -4.833 -4.171 0.69
C 2.972 -2.350 5.018 -1.11
C 2.974 -1.444 3.797 -0.02
O 1.667 -1.130 3.321 -0.46
C 0.807 -0.450 4.232 -0.29
C 1.352 0.893 4.690 -1.07
H 2.442 -3.285 4.800 0.29
H 3.997 -2.587 5.319 0.45
H 2.474 -1.884 5.870 0.28
H 3.490 -1.958 2.980 0.67
H 3.538 -0.526 3.987 -0.25
H 0.576 -1.095 5.086 0.28
H -0.141 -0.285 3.706 0.39
H 2.296 0.789 5.230 0.18
H 0.637 1.386 5.356 0.41
H 1.537 1.544 3.829 0.31
O -4.821 4.153 -3.080 -0.55
H -5.040 5.091 -2.979 0.31
H -5.616 3.692 -2.772 0.30
Br 2.884 -1.354 7.667 -0.68
O 0.490 -4.236 5.353 -0.80
H 0.478 -3.477 4.799 0.22
Ca 4.384 -2.252 1.672 1.08
F -1.016 3.308 -5.592 -0.59
F -5.816 4.901 -5.092 -0.57
Mg 5.384 -0.178 4.020 0.48
Br 3.284 2.108 -2.010 -0.39
```

HOMO energy = -0.246 hartree
net charge = 0

No. 2
# C4H4N2

An isolated molecule of C4H4N2 at a distorted geometry (the ωB97M-V functional and the def2-TZVPD basis, the OMol25 dataset).

```
10
Properties=species:S:1:pos:R:3:mulliken_charge:R:1
C 0.917 -0.331 -0.678 -0.30
C -0.126 -1.238 -0.418 -0.14
N -1.241 -0.862 0.398 -0.51
C -1.248 0.373 0.899 0.08
N -0.243 1.340 0.676 -0.55
C 0.783 0.975 -0.087 0.13
H 1.857 -0.425 -1.269 0.30
H -0.243 -2.295 -0.772 0.36
H -2.073 0.776 1.565 0.32
H 1.618 1.687 -0.315 0.31
```

structure (SMILES) = c1cncnc1
ΔE to the lowest compared entry with this formula, charge and spin = 14.5 kcal/mol
HOMO energy = -0.361 hartree
net charge = 0

No. 3
# C2H3ClFN

A 2-piece molecular cluster, C2H3ClFN overall at a distorted geometry (the ωB97M-V functional and the def2-TZVPD basis, the OMol25 dataset).

```
8
Properties=species:S:1:pos:R:3:mulliken_charge:R:1
C -1.632 -0.171 -0.162 -0.22
C 0.673 0.497 0.145 0.14
N -0.522 0.381 -0.048 0.08
F 1.267 1.676 -0.041 -0.17
Cl 2.898 -1.484 0.379 -0.47
H -1.905 -0.479 -1.136 0.26
H -2.471 0.120 0.604 0.23
H 1.691 -0.541 0.259 0.15
```

ΔE to the lowest compared entry with this formula, charge and spin = 50.6 kcal/mol
HOMO energy (spin up / spin down) = -0.349 / -0.349 hartree
net charge = 0

No. 4
# C39H40BrGeN2O5PRuTe

C39H40BrGeN2O5PRuTe as an isolated structure at a distorted geometry (the ωB97M-V functional and the def2-TZVPD basis, the OMol25 dataset).

```
91
Properties=species:S:1:pos:R:3:mulliken_charge:R:1
Ru 1.014 -0.735 0.102 1.29
O 2.289 -1.568 1.765 -0.51
C 1.962 -2.723 2.442 0.38
C 2.942 -3.642 2.767 -1.03
C 2.593 -4.800 3.448 -0.57
C 1.269 -5.025 3.794 -1.03
C 0.307 -4.086 3.448 -0.46
C 0.630 -2.920 2.772 0.71
C -0.453 -1.947 2.341 -0.28
O -0.483 -1.758 0.985 -0.39
N -0.367 -0.647 3.041 -0.37
N 0.137 0.347 2.303 0.21
C -0.122 1.555 2.607 -0.50
C 0.511 2.675 1.910 0.29
Br 2.037 2.219 0.906 -0.23
C 0.165 3.960 1.998 -0.85
C -1.034 4.501 2.675 0.50
C -0.946 5.754 3.280 -0.48
C -2.035 6.307 3.933 -0.52
C -3.240 5.618 3.977 -0.42
C -3.350 4.386 3.350 -0.59
C -2.257 3.832 2.698 -0.42
H 3.194 -1.633 1.435 0.09
H 3.972 -3.459 2.479 0.49
H 3.358 -5.522 3.701 0.42
H 0.988 -5.927 4.321 0.40
H -0.733 -4.263 3.700 0.39
H -1.406 -2.368 2.699 0.42
H -1.163 -0.401 3.617 0.38
H -0.784 1.808 3.437 0.61
H 0.825 4.695 1.553 0.40
H -0.007 6.294 3.244 0.38
H -1.945 7.278 4.402 0.37
H -4.094 6.049 4.484 0.38
H -4.295 3.858 3.354 0.39
H -2.372 2.897 2.165 0.63
C -0.237 -0.241 -1.488 -1.02
Ge 0.842 -0.430 -3.104 1.14
C 2.527 -1.072 -2.348 1.11
C 3.267 -2.235 -2.542 -0.09
C 4.382 -2.490 -1.759 -0.65
C 4.785 -1.600 -0.765 -0.33
C 4.080 -0.421 -0.582 -0.79
C 2.962 -0.166 -1.379 -1.81
C 0.324 -1.466 -4.666 0.83
C 1.337 -1.973 -5.482 -0.60
C 1.053 -2.607 -6.684 -0.79
C -0.263 -2.734 -7.101 -0.44
C -1.284 -2.215 -6.317 -0.76
C -0.991 -1.587 -5.114 -0.47
C 1.295 1.344 -3.798 0.01
C 0.317 2.336 -3.865 -0.46
C 0.581 3.570 -4.446 -0.67
C 1.836 3.831 -4.975 -0.45
C 2.824 2.857 -4.916 -0.74
C 2.553 1.627 -4.330 -0.02
H -0.711 0.744 -1.454 0.82
H 2.954 -2.965 -3.276 -0.17
H 4.947 -3.401 -1.914 0.41
H 5.655 -1.819 -0.158 0.47
H 4.402 0.303 0.159 0.35
H 2.492 0.815 -1.354 0.68
H 2.376 -1.868 -5.186 0.41
H 1.859 -2.995 -7.294 0.40
H -0.494 -3.227 -8.037 0.39
H -2.314 -2.301 -6.640 0.40
H -1.804 -1.200 -4.515 0.23
H -0.672 2.151 -3.459 0.27
H -0.193 4.327 -4.486 0.41
H 2.046 4.792 -5.429 0.38
H 3.805 3.057 -5.327 0.40
H 3.344 0.884 -4.287 0.34
C 0.977 -5.480 -3.718 -1.01
C 0.489 -5.412 -2.289 -0.23
O -0.259 -4.194 -2.134 -0.12
P -0.236 -3.386 -0.735 0.83
O 1.193 -3.013 -0.419 -0.19
Te -1.870 -1.698 -1.525 -0.16
O -0.794 -4.489 0.280 -0.21
C -2.116 -5.017 0.080 -0.13
C -2.722 -5.300 1.432 -1.21
H 1.317 -6.489 -3.959 0.43
H 1.805 -4.793 -3.891 0.09
H 0.174 -5.214 -4.405 0.23
H 1.320 -5.444 -1.580 0.32
H -0.173 -6.253 -2.068 0.25
H -2.038 -5.923 -0.525 0.27
H -2.729 -4.300 -0.474 0.25
H -2.071 -5.954 2.013 0.25
H -3.690 -5.791 1.315 0.46
H -2.870 -4.374 1.988 0.19
```

ΔE to the lowest compared entry with this formula, charge and spin = 0.0 kcal/mol
HOMO energy (spin up / spin down) = -0.248 / -0.248 hartree
net charge = 0

No. 5
# C32H30N3O7RhSb

C32H30N3O7RhSb as an isolated structure at a distorted geometry (the ωB97M-V functional and the def2-TZVPD basis, the OMol25 dataset).

```
74
Properties=species:S:1:pos:R:3:mulliken_charge:R:1
Rh -1.539 1.017 0.179 -0.74
N -2.590 -0.122 1.878 -0.25
C -3.020 0.813 2.920 -0.51
C -2.039 1.972 3.029 0.52
O -1.788 2.477 4.116 -0.73
N -1.569 2.362 1.834 0.05
C -0.608 3.434 1.781 -0.86
C 0.636 2.976 1.017 0.52
O 1.704 3.537 1.191 -0.72
O 0.440 1.993 0.198 -0.34
H -3.365 -0.641 1.482 0.25
H -1.906 -0.773 2.248 -0.09
H -3.116 0.342 3.898 0.32
H -3.983 1.237 2.636 0.33
H -0.317 3.765 2.774 0.42
H -1.018 4.287 1.229 0.29
O -4.606 4.069 -5.414 -0.70
C -4.013 4.678 -4.514 0.36
O -3.883 5.879 -4.228 -0.71
C -3.262 3.719 -3.498 0.36
C -2.149 4.180 -2.804 -1.05
C -1.513 3.335 -1.915 -0.42
N -1.968 2.099 -1.689 0.26
C -3.030 1.643 -2.357 0.61
C -3.692 2.415 -3.293 -0.70
C -3.449 0.216 -2.010 0.15
O -4.229 -0.375 -2.729 -0.68
O -2.893 -0.252 -0.942 -0.40
H -1.795 5.189 -2.961 0.50
H -0.622 3.632 -1.375 0.68
H -4.522 1.995 -3.844 0.58
C -0.519 -3.593 -1.754 -1.40
C 0.782 -3.803 -1.024 1.05
C 1.414 -5.045 -1.066 -0.76
C 2.585 -5.281 -0.363 -0.63
C 3.153 -4.266 0.393 -0.94
C 2.542 -3.023 0.433 -0.39
C 1.363 -2.788 -0.266 0.59
Sb 0.562 -0.768 -0.069 2.42
C 2.416 0.045 -0.802 1.22
C 3.404 0.520 0.047 -0.10
C 4.595 1.015 -0.462 -0.93
C 4.800 1.025 -1.832 -0.75
C 3.812 0.550 -2.680 -0.87
C 2.606 0.064 -2.185 0.37
C 1.545 -0.441 -3.128 -1.20
C 0.684 -0.800 2.092 2.11
C 1.231 0.281 2.779 -1.07
C 1.173 0.359 4.163 -1.21
C 0.560 -0.655 4.879 -0.91
C 0.003 -1.730 4.204 -0.76
C 0.043 -1.820 2.814 -0.03
C -0.613 -3.003 2.141 -1.30
H -0.680 -4.372 -2.498 0.47
H -0.547 -2.623 -2.252 0.16
H -1.358 -3.621 -1.053 0.30
H 0.977 -5.840 -1.660 0.41
H 3.052 -6.257 -0.405 0.38
H 4.068 -4.440 0.946 0.44
H 2.987 -2.224 1.015 0.35
H 3.258 0.521 1.118 0.28
H 5.349 1.406 0.208 0.44
H 5.727 1.406 -2.243 0.38
H 3.974 0.565 -3.752 0.41
H 1.794 -0.211 -4.163 0.51
H 0.576 0.012 -2.904 0.06
H 1.445 -1.528 -3.039 0.21
H 1.684 1.097 2.235 0.17
H 1.583 1.222 4.671 0.45
H 0.504 -0.604 5.958 0.37
H -0.496 -2.512 4.767 0.43
H -1.315 -3.491 2.819 0.54
H 0.134 -3.739 1.842 0.33
H -1.156 -2.703 1.240 0.10
```

ΔE to the lowest compared entry with this formula, charge and spin = 52.4 kcal/mol
HOMO energy (spin up / spin down) = -0.201 / -0.201 hartree
net charge = -1

No. 6
# C5H13NO

A 2-piece molecular cluster, C5H13NO overall at a distorted geometry (the ωB97M-V functional and the def2-TZVPD basis, the OMol25 dataset).

```
20
Properties=species:S:1:pos:R:3:mulliken_charge:R:1
C 2.275 -1.841 0.506 -1.14
C 0.906 -1.817 0.112 0.02
C -0.097 -1.090 0.691 -0.33
C -1.338 -0.557 0.200 -0.43
C -1.651 -0.717 -1.332 -0.45
N -1.542 0.485 -2.108 -0.70
H 2.868 -0.883 0.365 0.24
H 2.814 -2.680 0.003 0.33
H 2.356 -1.971 1.600 0.30
H 0.778 -2.278 -0.886 0.20
H 0.238 -0.378 1.436 0.22
H -2.207 -0.925 0.972 0.25
H -1.277 0.448 0.611 0.35
H -2.665 -1.068 -1.156 0.29
H -1.161 -1.585 -1.810 0.38
H -0.659 0.467 -2.550 0.23
H -2.107 0.470 -2.974 0.25
O 0.999 5.598 2.125 -0.65
H 0.302 5.422 1.457 0.33
H 1.167 4.902 2.742 0.32
```

structure (SMILES) = C/C=C/CCN.O
ΔE to the lowest compared entry with this formula, charge and spin = 71.9 kcal/mol
HOMO energy = -0.318 hartree
net charge = 0